<a>
{"formula": "C20H34N6O2", "method": "wB97M-V/def2-TZVPD", "total_charge": 0, "gap_ha": 0.3427, "homo_energy_ev": -8.91, "smiles": "CC1=CC[C@H](C(=O)N(C)CC[C@H](C)NC(=O)c2cn(CCN(C)C)nn2)CC1", "symbols": ["C", "C", "C", "C", "C", "C", "O", "N", "C", "C", "C", "C", "C", "N", "C", "O", "C", "C", "N", "C", "C", "N", "C", "C", "N", "N", "C", "C", "H", "H", "H", "H", "H", "H", "H", "H", "H", "H", "H", "H", "H", "H", "H", "H", "H", "H", "H", "H", "H", "H", "H", "H", "H", "H", "H", "H", "H", "H", "H", "H", "H", "H"], "xyz": [[-5.510, 5.077, 4.532], [-4.850, 3.742, 4.349], [-5.241, 2.877, 3.418], [-4.584, 1.547, 3.175], [-3.198, 1.474, 3.825], [-2.700, 0.035, 3.784], [-2.968, -0.723, 4.703], [-1.967, -0.386, 2.710], [-1.617, -1.799, 2.636], [-1.764, 0.363, 1.481], [-0.284, 0.532, 1.091], [0.699, 0.576, 2.262], [0.610, 1.862, 3.065], [2.061, 0.420, 1.763], [2.530, -0.805, 1.396], [1.839, -1.805, 1.423], [3.942, -0.812, 0.929], [4.668, 0.189, 0.333], [5.865, -0.373, 0.087], [7.019, 0.175, -0.602], [6.748, 0.370, -2.086], [5.803, 1.446, -2.338], [5.136, 1.278, -3.619], [6.442, 2.749, -2.264], [5.886, -1.643, 0.518], [4.729, -1.916, 1.015], [-3.287, 1.972, 5.263], [-3.708, 3.438, 5.285], [-4.781, 5.885, 4.428], [-6.304, 5.236, 3.803], [-5.938, 5.165, 5.534], [-6.083, 3.135, 2.783], [-5.203, 0.740, 3.583], [-4.514, 1.361, 2.099], [-2.527, 2.144, 3.281], [-1.526, -2.199, 3.640], [-2.392, -2.363, 2.108], [-0.671, -1.919, 2.108], [-2.287, -0.145, 0.663], [-2.235, 1.336, 1.583], [0.017, -0.301, 0.455], [-0.175, 1.441, 0.492], [0.498, -0.269, 2.921], [-0.385, 1.974, 3.493], [1.326, 1.861, 3.889], [0.806, 2.733, 2.432], [2.720, 1.166, 1.907], [4.433, 1.190, 0.019], [7.304, 1.111, -0.121], [7.822, -0.543, -0.450], [7.705, 0.537, -2.607], [6.330, -0.561, -2.474], [4.407, 2.077, -3.759], [5.839, 1.304, -4.467], [4.606, 0.326, -3.638], [5.695, 3.532, -2.391], [6.913, 2.895, -1.292], [7.214, 2.877, -3.039], [-4.012, 1.359, 5.799], [-2.329, 1.842, 5.771], [-2.861, 4.086, 5.026], [-3.995, 3.726, 6.301]]}

***

<b>
{"formula": "C20H34N6O2", "method": "wB97M-V/def2-TZVPD", "total_charge": 0, "gap_ha": 0.3252, "homo_energy_ev": -8.64, "smiles": "CNC(=O)[C@@H](NC(C)=O)C(C)C.c1cn(CCCCCCn2ccnc2)cn1", "symbols": ["C", "N", "C", "O", "C", "N", "C", "C", "O", "C", "C", "C", "H", "H", "H", "H", "H", "H", "H", "H", "H", "H", "H", "H", "H", "H", "H", "H", "C", "C", "N", "C", "C", "C", "C", "C", "C", "N", "C", "C", "N", "C", "C", "N", "H", "H", "H", "H", "H", "H", "H", "H", "H", "H", "H", "H", "H", "H", "H", "H", "H", "H"], "xyz": [[-3.393, -2.235, -2.809], [-2.652, -1.273, -1.990], [-1.497, -1.416, -1.322], [-1.047, -0.437, -0.743], [-0.757, -2.764, -1.216], [-1.673, -3.897, -0.969], [-1.450, -4.879, -0.095], [-2.533, -5.926, 0.021], [-0.443, -4.962, 0.593], [0.148, -3.013, -2.448], [1.152, -1.873, -2.667], [0.959, -4.312, -2.336], [-4.036, -1.693, -3.505], [-2.713, -2.858, -3.390], [-4.024, -2.860, -2.176], [-3.032, -0.341, -1.930], [-0.094, -2.670, -0.354], [-2.543, -3.912, -1.472], [-3.452, -5.456, 0.365], [-2.691, -6.395, -0.947], [-2.217, -6.678, 0.743], [-0.476, -3.086, -3.339], [1.772, -1.747, -1.778], [1.793, -2.097, -3.519], [0.631, -0.938, -2.874], [0.294, -5.175, -2.315], [1.557, -4.300, -1.424], [1.620, -4.419, -3.197], [-4.755, 4.644, 1.887], [-3.430, 4.572, 1.575], [-3.303, 3.543, 0.660], [-2.061, 3.072, 0.022], [-0.970, 2.901, 1.079], [0.400, 2.608, 0.466], [1.431, 2.691, 1.589], [2.843, 2.336, 1.130], [3.808, 2.700, 2.263], [5.072, 1.971, 2.147], [5.307, 0.693, 2.606], [6.634, 0.457, 2.391], [7.232, 1.564, 1.803], [6.279, 2.456, 1.663], [-4.584, 3.050, 0.447], [-5.469, 3.694, 1.173], [-5.190, 5.351, 2.588], [-2.647, 5.206, 1.976], [-2.230, 2.115, -0.482], [-1.745, 3.800, -0.732], [-0.890, 3.822, 1.664], [-1.252, 2.093, 1.762], [0.408, 1.612, 0.013], [0.638, 3.341, -0.311], [1.141, 2.012, 2.400], [1.431, 3.710, 1.990], [3.111, 2.885, 0.222], [2.894, 1.264, 0.909], [3.361, 2.450, 3.231], [3.991, 3.779, 2.260], [4.595, 0.007, 3.054], [7.149, -0.465, 2.643], [6.420, 3.444, 1.235], [-4.825, 2.237, -0.231]]}

***

Which of them is the least stable? Correct choice: <a>.

***

<a>
{"formula": "CH3FOS", "method": "wB97M-V/def2-TZVPD", "total_charge": 0, "gap_ha": 0.3134, "homo_energy_ev": -9.13, "smiles": "C=S.OF", "symbols": ["C", "S", "H", "H", "O", "F", "H"], "xyz": [[0.925, 0.182, 0.067], [0.643, -1.420, 0.028], [1.915, 0.656, -0.359], [0.080, 0.766, 0.356], [-2.829, -0.970, -0.087], [-2.492, 0.370, 0.070], [-2.350, -1.249, 0.697]]}

***

<b>
{"formula": "CH3FOS", "method": "wB97M-V/def2-TZVPD", "total_charge": 0, "gap_ha": 0.3351, "homo_energy_ev": -8.51, "symbols": ["C", "O", "F", "S", "H", "H", "H"], "xyz": [[0.973, -0.095, 0.786], [0.503, 0.953, -0.626], [0.684, 0.671, 1.866], [-0.757, 1.928, -0.361], [0.220, -0.839, 0.553], [2.011, -0.021, 0.430], [-1.706, 1.275, -1.227]]}

***

Which of them is the least stable? Correct choice: <a>.